The following is a DFT calculation (wB97M-V/def2-TZVPD) of one molecule with the formula C2H4INOS.

HOMO-LUMO gap = 7.63 eV

Structure (ORCA input):
```
! RIJCOSX wB97M-V def2-TZVPD def2/J DEFGRID3
* xyz 0 1
C -1.079 0.009 -1.473
O -0.742 0.848 -0.420
N 0.084 0.091 0.375
C 0.477 0.517 1.481
S 1.747 -0.339 2.271
I 2.726 -2.084 0.911
H -1.501 0.640 -2.188
H -1.834 -0.780 -1.222
H 0.034 -0.281 -1.810
H 0.088 1.378 2.076
*
```


The following is a DFT calculation (wB97M-V/def2-TZVPD) of C51H37BrClN7O7Sr as an isolated structure.

HOMO-LUMO gap (alpha / beta) = 5.01 / 4.71 eV

Structure (ORCA input):
```
! RIJCOSX wB97M-V def2-TZVPD def2/J DEFGRID3
* xyz -2 1
Sr -1.205 0.882 -1.516
O -1.187 1.561 1.743
C -0.845 0.396 1.742
C -1.179 -0.649 2.624
C -0.936 -2.003 2.461
C -0.204 -2.780 1.591
C 0.630 -2.336 0.506
C 1.034 -0.868 0.444
C 1.549 -0.582 -0.977
N 2.369 -1.330 -1.565
C 2.657 -1.018 -2.955
C 1.973 0.189 -3.615
N 0.507 0.121 -3.687
C 0.049 -0.690 -4.562
C -1.338 -1.017 -4.871
C -1.546 -2.102 -5.728
C -2.812 -2.540 -6.066
C -3.907 -1.854 -5.532
C -3.752 -0.773 -4.697
C -2.461 -0.301 -4.327
O -2.290 0.692 -3.555
H -1.779 -0.327 3.464
H -1.416 -2.599 3.237
H -0.218 -3.849 1.765
H 1.542 -2.917 0.376
H 1.138 0.281 -1.484
H 2.416 -1.921 -3.529
H 3.742 -0.888 -3.045
H 2.390 0.284 -4.626
H 2.239 1.105 -3.079
H 0.757 -1.248 -5.196
H -0.672 -2.616 -6.120
H -2.952 -3.391 -6.718
H -4.913 -2.183 -5.778
H -4.607 -0.249 -4.288
O -6.668 -1.399 3.485
C -6.989 -0.180 2.967
O -7.961 0.392 3.394
C -6.020 0.399 2.016
C -6.038 1.780 1.808
C -5.139 2.384 0.959
C -4.179 1.626 0.250
C -4.183 0.227 0.449
C -5.074 -0.362 1.315
N -3.236 2.152 -0.588
C -3.239 3.432 -0.939
C -2.205 4.058 -1.686
C -2.367 5.408 -2.109
C -1.397 6.028 -2.843
C -0.227 5.326 -3.179
C -0.123 4.027 -2.723
N -1.049 3.407 -2.002
H -5.783 -1.642 3.185
H -6.763 2.374 2.349
H -5.150 3.460 0.867
H -3.496 -0.423 -0.082
H -5.033 -1.443 1.406
H -4.072 4.088 -0.690
H -3.278 5.931 -1.844
H -1.535 7.054 -3.163
H 0.566 5.772 -3.760
H 0.763 3.440 -2.947
Br 10.516 1.745 8.154
C 9.080 1.602 6.908
C 8.238 0.503 6.953
C 7.197 0.385 6.052
C 6.978 1.378 5.077
C 7.852 2.485 5.063
C 8.890 2.603 5.961
N 5.988 1.363 4.124
N 5.216 0.301 4.201
C 4.219 0.175 3.287
C 3.469 -0.999 3.401
C 2.450 -1.336 2.521
C 2.105 -0.522 1.460
O -0.090 0.042 0.565
C 2.804 0.715 1.323
N 2.421 1.527 0.300
C 3.001 2.691 0.152
C 4.019 3.155 0.991
C 4.438 2.344 2.015
C 3.844 1.085 2.222
H 8.396 -0.271 7.695
H 6.538 -0.470 6.082
H 7.685 3.251 4.316
H 9.547 3.462 5.928
H 3.722 -1.667 4.214
H 1.918 -2.263 2.682
H 2.644 3.308 -0.672
H 4.461 4.129 0.829
H 5.228 2.641 2.688
Cl -4.902 -7.289 -2.167
C -3.825 -5.933 -1.904
C -2.608 -6.160 -1.286
C -1.754 -5.086 -1.087
C -2.132 -3.812 -1.497
C -3.360 -3.606 -2.119
C -4.217 -4.672 -2.327
C -1.234 -2.639 -1.265
O -0.026 -2.922 -0.883
O -1.682 -1.512 -1.439
H -2.337 -7.158 -0.970
H -0.796 -5.223 -0.608
H -3.631 -2.614 -2.455
H -5.172 -4.532 -2.814
*
```


The following is a DFT calculation (wB97M-V/def2-TZVPD) of one molecule with the formula CH3IN2.

HOMO-LUMO gap = 7.93 eV

Structure (ORCA input):
```
! RIJCOSX wB97M-V def2-TZVPD def2/J DEFGRID3
* xyz 0 1
C 0.555 0.173 -1.041
N -0.006 -0.049 0.138
N -1.255 0.049 0.551
I -1.545 -0.345 2.521
H -0.038 0.513 -1.866
H 1.607 0.016 -1.139
H 0.681 -0.357 0.837
*
```


The following is a DFT calculation (wB97M-V/def2-TZVPD) of a 3-piece molecular cluster, H3N2O3S overall.

HOMO-LUMO gap = 7.57 eV

Structure (ORCA input):
```
! RIJCOSX wB97M-V def2-TZVPD def2/J DEFGRID3
* xyz -1 1
N 0.302 1.849 1.226
N 1.451 2.347 1.178
O 0.194 -2.442 0.229
O -2.232 -2.497 -1.971
O -1.050 -0.318 -1.501
S -0.963 -1.802 -1.751
H 0.370 -1.557 0.415
H 0.232 1.381 0.313
H 1.696 3.038 1.862
*
```